1.
{"formula": "C41H76BFN3O6", "method": "wB97M-V/def2-TZVPD", "gap_ev": 8.0, "charge": 1, "species": ["C", "C", "O", "C", "C", "C", "C", "C", "N", "C", "C", "C", "O", "C", "B", "C", "O", "C", "C", "C", "C", "C", "C", "C", "C", "C", "O", "C", "N", "C", "C", "C", "C", "C", "C", "O", "N", "C", "O", "F", "H", "H", "H", "H", "H", "H", "H", "H", "H", "H", "H", "H", "H", "H", "H", "H", "H", "H", "H", "H", "H", "H", "H", "H", "H", "H", "H", "H", "H", "H", "H", "H", "H", "H", "H", "H", "H", "H", "H", "H", "H", "H", "H", "H", "H", "H", "H", "H", "C", "C", "C", "C", "C", "C", "H", "H", "H", "H", "H", "H", "H", "H", "H", "H", "H", "H", "H", "H", "C", "C", "C", "C", "C", "C", "H", "H", "H", "H", "H", "H", "H", "H", "H", "H", "H", "H", "H", "H"], "xyz": [[-5.590, -4.423, 1.970], [-4.555, -4.945, 3.050], [-3.506, -5.758, 2.497], [-2.321, -4.980, 2.249], [-2.481, -4.327, 0.805], [-1.167, -4.307, -0.060], [0.061, -3.551, 0.661], [0.645, -2.340, -0.150], [0.163, -0.954, 0.129], [-1.281, -0.846, -0.268], [-1.676, -0.910, -1.792], [-1.709, 0.477, -2.564], [-2.766, 0.364, -3.565], [1.094, 0.061, -0.543], [1.746, -0.271, -1.980], [3.313, 0.098, -2.255], [1.170, -0.932, -3.100], [0.630, 1.561, -0.343], [1.391, 2.637, -1.199], [0.678, 2.968, -2.566], [1.200, 2.604, -3.874], [0.466, 2.901, -5.125], [-0.819, 3.599, -5.097], [-1.324, 4.007, -3.776], [-0.613, 3.699, -2.522], [-1.290, 4.205, -1.209], [1.018, 1.855, 1.039], [0.132, 1.056, 1.816], [0.358, 1.380, 3.234], [-0.286, 2.444, 3.628], [0.482, 3.819, 3.635], [-1.764, 2.285, 4.117], [0.224, -0.544, 1.603], [-1.002, -0.978, 2.513], [1.473, -1.089, 2.402], [1.514, -2.129, 3.006], [2.716, -0.254, 2.534], [3.263, -0.508, 3.854], [4.141, -1.266, 4.087], [2.729, 0.231, 4.875], [-5.686, -5.141, 1.109], [-6.594, -4.249, 2.437], [-5.276, -3.425, 1.535], [-4.189, -4.107, 3.699], [-5.148, -5.627, 3.730], [-1.391, -5.605, 2.240], [-2.193, -4.141, 2.984], [-3.217, -4.982, 0.250], [-2.988, -3.332, 0.922], [-1.417, -3.755, -1.019], [-0.876, -5.348, -0.374], [-0.174, -3.423, 1.736], [0.872, -4.342, 0.637], [1.764, -2.385, 0.015], [0.411, -2.655, -1.209], [-1.794, 0.077, 0.127], [-1.890, -1.700, 0.149], [-1.160, -1.722, -2.381], [-2.765, -1.230, -1.830], [-0.784, 0.700, -3.149], [-2.052, 1.328, -1.909], [-2.718, -0.547, -3.913], [2.038, 0.008, 0.090], [3.728, 0.654, -1.375], [3.867, -0.882, -2.319], [3.435, 0.618, -3.235], [1.419, -1.878, -3.088], [-0.463, 1.749, -0.469], [1.293, 3.600, -0.612], [2.492, 2.480, -1.304], [2.176, 2.087, -3.995], [0.909, 2.564, -6.097], [-1.362, 3.798, -6.046], [-2.302, 4.548, -3.752], [-1.544, 3.398, -0.474], [-2.263, 4.710, -1.473], [-0.654, 4.996, -0.715], [-0.920, 1.438, 1.606], [-0.081, 4.520, 4.307], [1.496, 3.650, 4.087], [0.576, 4.171, 2.577], [-2.422, 2.295, 3.206], [-2.074, 3.082, 4.845], [-1.904, 1.296, 4.636], [-1.811, -0.193, 2.589], [-0.656, -1.105, 3.578], [-1.530, -1.921, 2.241], [3.391, -0.698, 1.894], [-0.694, 10.434, -6.123], [0.701, 10.011, -5.680], [1.330, 8.954, -6.589], [0.584, 7.619, -6.651], [0.389, 6.919, -5.305], [1.699, 6.533, -4.631], [-1.398, 9.599, -6.096], [-1.081, 11.212, -5.461], [-0.675, 10.836, -7.139], [0.666, 9.655, -4.646], [1.348, 10.894, -5.678], [2.361, 8.782, -6.265], [1.401, 9.357, -7.605], [1.132, 6.949, -7.322], [-0.396, 7.771, -7.113], [-0.198, 6.011, -5.470], [-0.202, 7.546, -4.630], [2.285, 5.869, -5.272], [1.499, 6.006, -3.694], [2.306, 7.409, -4.394], [1.964, -5.008, 4.800], [0.868, -6.046, 5.008], [1.270, -7.170, 5.962], [2.452, -8.026, 5.501], [2.272, -8.706, 4.142], [1.115, -9.696, 4.112], [2.854, -5.446, 4.344], [1.611, -4.214, 4.139], [2.253, -4.551, 5.750], [0.563, -6.458, 4.040], [-0.015, -5.544, 5.418], [0.400, -7.812, 6.136], [1.518, -6.735, 6.937], [2.638, -8.794, 6.258], [3.357, -7.411, 5.469], [3.196, -9.240, 3.899], [2.137, -7.956, 3.356], [1.254, -10.479, 4.861], [1.055, -10.176, 3.132], [0.157, -9.206, 4.297]]}

2.
{"formula": "C41H77N5O13P3Ti", "method": "wB97M-V/def2-TZVPD", "s_squared": 3.752, "spin_multiplicity": 4, "gap_ev": [6.5, 7.4], "charge": 0, "species": ["Ti", "C", "C", "C", "O", "H", "H", "H", "H", "H", "H", "H", "C", "C", "O", "P", "O", "O", "C", "C", "O", "C", "C", "H", "H", "H", "H", "H", "H", "H", "H", "H", "H", "H", "H", "H", "H", "H", "C", "C", "O", "P", "O", "O", "C", "C", "O", "C", "C", "H", "H", "H", "H", "H", "H", "H", "H", "H", "H", "H", "H", "H", "H", "H", "C", "C", "O", "P", "O", "O", "C", "C", "O", "C", "C", "H", "H", "H", "H", "H", "H", "H", "H", "H", "H", "H", "H", "H", "H", "H", "N", "C", "C", "C", "C", "H", "H", "H", "H", "H", "N", "C", "C", "C", "C", "H", "H", "H", "H", "H", "N", "C", "C", "C", "C", "H", "H", "H", "H", "H", "N", "C", "C", "C", "C", "H", "H", "H", "H", "H", "N", "C", "C", "C", "C", "H", "H", "H", "H", "H"], "xyz": [[0.844, -1.339, -4.114], [2.259, -1.993, 0.091], [1.549, -1.126, -0.952], [1.776, 0.324, -0.610], [1.979, -1.496, -2.225], [1.775, -1.992, 1.074], [3.330, -1.787, 0.169], [2.245, -3.070, -0.131], [0.466, -1.350, -0.857], [1.262, 1.001, -1.298], [2.848, 0.547, -0.576], [1.428, 0.601, 0.390], [-3.652, -4.582, -5.462], [-2.653, -4.293, -4.370], [-3.149, -3.258, -3.475], [-2.724, -1.770, -3.570], [-1.443, -1.558, -4.254], [-3.868, -1.026, -4.337], [-5.259, -1.391, -4.168], [-6.030, -0.219, -3.618], [-2.796, -1.320, -2.088], [-2.048, -0.156, -1.639], [-3.002, 0.964, -1.268], [-3.315, -5.466, -6.008], [-4.642, -4.802, -5.064], [-3.721, -3.750, -6.165], [-2.411, -5.166, -3.768], [-1.698, -3.989, -4.807], [-5.658, -1.752, -5.112], [-5.351, -2.186, -3.426], [-5.988, 0.657, -4.271], [-7.077, -0.472, -3.462], [-5.587, 0.109, -2.676], [-1.482, -0.464, -0.759], [-1.306, 0.169, -2.374], [-3.470, 1.441, -2.126], [-3.763, 0.579, -0.581], [-2.498, 1.710, -0.651], [-3.745, 4.361, 4.150], [-3.070, 3.361, 5.081], [-2.911, 2.126, 4.354], [-3.308, 0.764, 5.052], [-2.329, 0.151, 5.924], [-4.705, 1.123, 5.677], [-5.285, 0.285, 6.692], [-5.905, -0.967, 6.123], [-3.751, -0.125, 3.815], [-2.800, -0.577, 2.864], [-3.261, -1.930, 2.403], [-3.149, 4.439, 3.245], [-4.717, 3.956, 3.861], [-3.901, 5.294, 4.692], [-2.126, 3.702, 5.511], [-3.712, 3.198, 5.955], [-4.508, 0.038, 7.416], [-6.075, 0.847, 7.187], [-6.224, -1.604, 6.948], [-6.770, -0.726, 5.502], [-5.224, -1.525, 5.480], [-2.830, 0.135, 2.032], [-1.790, -0.573, 3.279], [-2.525, -2.381, 1.749], [-3.457, -2.594, 3.242], [-4.183, -1.813, 1.828], [0.155, 3.178, 0.176], [0.370, 4.594, 0.624], [-0.727, 5.210, 1.329], [-0.406, 6.008, 2.637], [0.360, 5.299, 3.643], [-1.777, 6.622, 3.087], [-1.858, 7.506, 4.218], [-3.109, 8.347, 4.021], [0.384, 7.292, 2.107], [-0.206, 8.300, 1.295], [0.238, 8.167, -0.161], [0.022, 2.532, 1.039], [-0.729, 3.094, -0.460], [1.020, 2.951, -0.439], [1.275, 4.621, 1.245], [0.663, 5.228, -0.221], [-1.953, 6.894, 5.114], [-0.967, 8.133, 4.249], [-3.408, 8.806, 4.964], [-2.941, 9.113, 3.266], [-3.920, 7.699, 3.689], [-1.298, 8.313, 1.333], [0.132, 9.272, 1.663], [0.276, 9.116, -0.690], [1.256, 7.766, -0.172], [-0.371, 7.439, -0.700], [4.225, -3.479, -2.856], [3.882, -4.339, -3.862], [4.756, -5.395, -3.846], [5.683, -5.139, -2.791], [5.276, -4.001, -2.141], [3.733, -2.627, -2.600], [3.031, -4.130, -4.488], [4.896, -6.159, -4.591], [6.534, -5.741, -2.513], [5.721, -3.491, -1.304], [0.386, -4.373, -1.591], [-0.898, -4.834, -1.465], [-0.852, -6.184, -1.652], [0.498, -6.542, -1.903], [1.231, -5.404, -1.869], [0.616, -3.391, -1.568], [-1.701, -4.149, -1.252], [-1.713, -6.832, -1.597], [0.884, -7.541, -2.002], [2.279, -5.170, -1.954], [6.492, 2.073, 0.246], [6.101, 1.309, -0.809], [5.645, 0.124, -0.323], [5.775, 0.169, 1.092], [6.286, 1.401, 1.400], [6.843, 3.007, 0.179], [6.030, 1.658, -1.826], [5.229, -0.676, -0.912], [5.426, -0.549, 1.816], [6.487, 1.784, 2.386], [3.928, 0.301, -3.360], [3.664, 1.583, -3.736], [4.733, 2.040, -4.472], [5.686, 0.982, -4.517], [5.181, -0.065, -3.789], [3.282, -0.274, -2.813], [2.780, 2.091, -3.392], [4.930, 3.025, -4.859], [6.658, 1.000, -4.982], [5.549, -1.052, -3.565], [2.793, -5.611, 0.960], [4.041, -5.849, 0.450], [4.910, -6.036, 1.483], [4.138, -5.959, 2.679], [2.846, -5.713, 2.319], [2.036, -5.206, 0.443], [4.203, -5.791, -0.612], [5.978, -6.104, 1.364], [4.500, -6.060, 3.688], [1.993, -5.465, 2.927]]}